The following is a DFT calculation (ωB97M-V/def2-TZVPD) of a structure of composition C13H20AsBF5IN2O4P in a non-equilibrium geometry.

XYZ file:
```
48
Properties=species:S:1:pos:R:3:forces:R:3
C 1.20635 2.40560 2.48860 0.296 0.089 0.230
B 1.75610 1.06235 1.89613 -0.022 0.201 0.086
O 3.05952 0.72770 2.15116 -0.258 -0.750 0.147
As 0.68047 -0.41591 0.76866 0.920 -0.067 -0.628
I -1.67240 1.06862 1.30961 -0.620 0.461 0.080
C 2.46999 -1.38001 0.40111 0.351 -0.200 -0.549
C 2.46696 -2.58523 -0.46487 0.085 -0.119 -0.126
O 3.00634 -2.68640 -1.54671 -0.162 0.038 0.202
C -0.33417 -1.75898 -0.31710 -0.575 -0.069 -0.235
C -1.84591 -1.83199 -0.33950 -0.204 -0.772 -0.105
N -2.37669 -2.23337 0.97181 -0.133 -0.111 -0.407
C 1.08770 0.77873 -0.98005 -0.194 -0.040 -0.029
F 1.63724 0.00462 -1.98587 0.090 -0.034 0.114
F 2.11911 1.60988 -0.54149 0.016 0.008 0.005
C 0.03170 1.62196 -1.61581 0.195 -0.074 -0.203
C -0.01268 2.99434 -1.45187 0.028 0.212 0.191
C -0.99601 3.74141 -2.06835 -0.117 0.156 -0.095
C -1.94291 3.13836 -2.87698 -0.012 0.263 0.089
C -1.88480 1.76886 -3.05796 0.031 0.007 -0.132
C -2.89593 1.07690 -3.90628 -0.459 -0.296 -0.325
F -2.37422 0.03748 -4.60747 -0.153 0.360 0.234
F -3.46895 1.90892 -4.81557 0.164 -0.252 0.252
F -3.91563 0.55962 -3.17232 0.274 0.138 -0.220
C -0.90212 1.01882 -2.44539 0.015 -0.235 0.093
P 0.43294 -1.74364 2.85925 0.731 0.201 0.496
N 1.75278 -1.81562 3.74744 -0.236 0.021 -0.243
O -0.74853 -1.20145 3.81255 -0.252 -0.196 0.049
O -0.02313 -3.29519 2.59405 -0.206 -0.257 -0.214
H 2.05110 2.96557 2.90631 0.066 0.014 0.015
H 0.49097 2.24813 3.29551 -0.201 -0.056 -0.140
H 0.73901 3.04301 1.74064 -0.224 -0.133 -0.027
H 3.30569 0.95390 3.05435 0.210 0.461 -0.108
H 3.12945 -0.65616 -0.07423 -0.062 0.151 0.065
H 2.94160 -1.68535 1.33354 -0.276 0.051 0.218
H 1.95431 -3.47339 -0.04190 0.025 -0.062 0.039
H -0.00753 -2.74570 0.01025 0.217 0.123 0.306
H 0.01548 -1.66502 -1.34681 0.245 0.230 0.055
H -2.07237 -2.61612 -1.08209 0.022 0.060 -0.177
H -2.34781 -0.94721 -0.71820 0.134 0.324 0.327
H -2.09380 -3.19518 1.13393 0.180 0.048 0.204
H -3.38730 -2.27403 0.89744 -0.059 0.224 0.185
H 0.71418 3.50115 -0.83489 0.082 -0.111 0.077
H -1.02067 4.81187 -1.91927 -0.019 0.054 -0.012
H -2.69812 3.73820 -3.36230 -0.090 -0.056 -0.043
H -0.87023 -0.04672 -2.61676 0.058 -0.069 0.009
H 2.52342 -1.32910 3.30901 0.084 -0.058 0.088
H -0.43807 -1.37811 4.71310 -0.027 0.120 0.062
H 0.75757 -3.82612 2.79557 0.042 0.000 0.102
```
Positions in Å, forces in eV/Å.

Output
Orbital gap: 7.2 eV
HOMO: -4.5 eV
Energy: -117471.0535 eV
Multiplicity: 1
Total charge: -1

Charges per atom according to Mulliken partitioning, unit e: -1.04, 0.49, -0.74, 0.32, -0.29, -0.66, -0.35, -0.57, -1.00, -1.72, -0.38, 0.99, -0.31, -0.37, -0.20, -0.40, -0.84, -0.86, -0.06, 0.91, -0.27, -0.29, -0.26, -0.36, 1.41, -1.13, -0.57, -0.57, 0.31, 0.32, 0.24, 0.32, 0.40, 0.68, 0.33, 0.50, 0.81, 0.50, 0.50, 0.15, 0.24, 0.44, 0.39, 0.44, 0.69, 0.21, 0.33, 0.33



The following is a DFT calculation (ωB97M-V/def2-TZVPD) of a cluster of 2 separate species, C13H20BCl2N5O2P in total in a non-equilibrium geometry.

XYZ file:
```
44
Properties=species:S:1:pos:R:3:forces:R:3
C 4.81606 -1.27888 2.24697 0.234 -0.036 0.136
C 5.46369 -0.16098 1.42037 0.335 -0.663 0.671
O 4.62088 1.01320 1.27967 -0.767 -0.395 -0.205
B 3.93217 1.01526 0.12587 1.561 0.662 0.736
O 4.46582 1.40400 -1.05096 -0.363 -1.045 -0.160
N 2.47979 0.51385 0.22964 0.939 1.826 0.000
N 2.18326 -0.61742 -0.24609 -0.415 -0.951 -0.596
N 0.90735 -0.84926 -0.02348 0.220 -0.066 0.095
C 0.44702 0.21776 0.62503 -1.847 -0.682 0.657
P -1.29850 0.42373 1.21981 -0.555 0.708 -0.119
C -1.15105 -0.01838 3.03545 0.962 -0.154 -0.440
C -2.15574 -1.03460 0.48599 0.722 -0.443 0.956
N 1.41911 1.11591 0.77932 -0.152 -0.817 -0.191
C 1.36598 2.43160 1.38790 -0.454 1.265 0.701
C 1.41567 2.42146 2.92096 -0.283 -0.220 -0.758
N 2.54337 2.42544 3.45826 0.241 -0.083 0.815
H 5.62281 -1.83516 2.73817 -0.100 0.036 -0.140
H 4.19260 -0.89172 3.05829 0.000 0.075 -0.235
H 4.26800 -2.00964 1.64498 -0.142 0.275 0.055
H 6.36659 0.16012 1.93958 -0.064 0.191 -0.312
H 5.71952 -0.57251 0.43488 0.203 0.330 0.113
H 4.58220 0.66050 -1.66707 -0.205 0.583 -0.355
H -1.73802 -0.91566 3.24026 -0.151 0.277 0.076
H -1.40841 0.83076 3.66825 -0.361 -0.193 -0.118
H -0.10949 -0.27070 3.27611 -0.183 -0.052 -0.049
H -3.24778 -0.95174 0.60387 0.829 0.457 0.153
H -1.91924 -1.21815 -0.56163 0.001 0.327 0.073
H -1.82796 -1.91652 1.05330 -0.107 0.010 -0.246
H 2.16064 3.09580 1.03713 0.170 -0.512 -0.135
H 0.42766 2.91400 1.08916 0.048 -0.411 -0.244
H 0.47607 2.44281 3.48292 -0.024 -0.042 -0.293
H 2.40288 2.42084 4.47347 0.435 0.072 -0.056
Cl -2.19828 -2.34696 -3.23529 0.013 -0.006 0.115
C -3.66850 -1.52873 -3.64408 0.085 0.007 -0.119
C -4.67241 -1.31952 -2.70969 -0.179 0.055 0.010
Cl -4.51355 -1.85427 -1.06998 -0.617 -0.398 -0.571
C -5.83870 -0.66558 -3.07989 -0.108 0.094 -0.117
C -6.00151 -0.21919 -4.38065 0.077 -0.015 -0.035
C -4.99527 -0.42426 -5.31495 -0.040 0.001 0.074
C -3.83150 -1.07836 -4.94618 -0.107 0.093 -0.139
H -6.62287 -0.50410 -2.35274 0.072 -0.065 0.063
H -6.91309 0.28848 -4.66605 0.005 -0.013 0.034
H -5.11808 -0.07474 -6.33129 0.027 -0.025 0.009
H -3.04920 -1.23847 -5.67559 0.045 -0.061 0.090
```
Positions in Å, forces in eV/Å.

Output
Orbital gap: 7.6 eV
HOMO: -11.3 eV
Energy: -60354.4241 eV
Multiplicity: 1
Total charge: +1

Charges per atom according to Mulliken partitioning, unit e: -1.11, -0.19, -0.38, 0.27, -0.50, 1.14, -0.51, -0.33, 0.23, -0.02, -1.01, -0.75, 0.10, -0.90, -0.07, -0.44, 0.39, 0.26, 0.31, 0.36, 0.24, 0.37, 0.38, 0.32, 0.34, 0.36, 0.13, 0.38, 0.38, 0.49, 0.44, 0.29, -0.20, 0.26, 0.46, -0.22, -0.42, -0.48, -0.50, -0.41, 0.40, 0.37, 0.37, 0.41



The following is a DFT calculation (ωB97M-V/def2-TZVPD) of a cluster of 4 separate species, C13H20BF4O11S in total.

XYZ file:
```
50
Properties=species:S:1:pos:R:3:forces:R:3
C -3.20515 8.01872 1.83539 -0.022 0.007 -0.021
S -2.88442 7.76227 0.07875 -0.022 0.001 0.143
O -1.76209 8.65752 -0.21474 -0.119 -0.013 -0.088
O -4.16355 8.06474 -0.57623 0.104 0.028 0.016
B -2.42840 5.92778 -0.09252 0.050 -0.058 -0.124
C -3.74396 5.00680 0.16548 -0.020 0.047 -0.092
C -3.45947 3.49940 0.06460 0.021 -0.026 -0.066
C -2.17880 3.11648 0.76232 0.077 -0.089 0.014
F -2.14335 1.70334 0.97134 -0.019 0.065 0.009
H -3.81742 8.91803 1.90767 0.049 -0.018 0.017
H -3.74276 7.15902 2.23456 -0.038 0.055 -0.016
H -2.25389 8.14811 2.34759 -0.017 -0.033 -0.011
H -2.02558 5.85611 -1.23905 0.025 -0.052 0.031
H -1.52008 5.76602 0.70319 -0.028 0.049 0.029
H -4.22181 5.20686 1.13427 0.106 -0.011 0.017
H -4.48987 5.26520 -0.59212 -0.059 -0.010 0.100
H -3.39738 3.20977 -0.98986 0.063 -0.029 0.049
H -4.25719 2.89621 0.51420 -0.036 0.080 -0.032
H -1.28468 3.34834 0.18514 -0.071 0.110 0.004
H -2.09448 3.58542 1.74414 -0.043 -0.099 0.000
C -0.74794 -0.98440 0.49928 0.082 0.033 -0.015
C -0.51903 -1.92988 -0.66344 -0.092 -0.040 0.029
O -0.12515 -3.12637 -0.02630 -0.197 -0.072 -0.064
C -0.56397 -3.10104 1.26536 0.111 -0.081 -0.010
O -0.51403 -4.04320 1.98833 -0.067 0.146 0.001
O -1.06454 -1.89346 1.56584 0.086 -0.037 0.043
F 0.48105 -1.51908 -1.48480 0.072 0.031 0.033
H 0.18048 -0.46287 0.73724 -0.014 0.027 -0.031
H -1.55076 -0.26938 0.36405 -0.052 -0.048 0.054
H -1.40166 -2.12635 -1.27527 0.058 0.046 -0.074
C 1.56227 -6.16402 0.62069 0.051 -0.066 -0.018
C 1.91462 -6.85528 -0.68143 -0.073 -0.018 -0.041
O 2.49610 -8.07007 -0.25512 -0.109 -0.068 0.000
C 2.05410 -8.34070 1.00817 0.009 -0.040 -0.005
O 2.22823 -9.37397 1.56584 0.017 0.080 -0.016
O 1.38001 -7.28689 1.49936 0.058 -0.017 0.082
F 2.82160 -6.17118 -1.42409 0.057 0.024 0.061
H 2.39512 -5.55697 0.96981 0.012 0.048 -0.055
H 0.65590 -5.57200 0.59101 -0.029 -0.058 0.049
H 1.05769 -7.08158 -1.32032 0.045 0.064 -0.060
C 4.75700 -1.14175 -1.78076 0.064 -0.002 0.011
C 5.15834 -2.48306 -2.36996 -0.103 -0.008 -0.007
O 4.73269 -3.39598 -1.38364 -0.116 -0.047 -0.075
C 3.75633 -2.81177 -0.63532 -0.066 0.056 0.027
O 3.07183 -3.37930 0.14670 0.101 0.038 0.041
O 3.67023 -1.49524 -0.92847 0.006 -0.030 0.092
F 6.50112 -2.59011 -2.52882 0.042 0.019 0.065
H 5.58007 -0.74824 -1.18113 0.009 0.038 -0.054
H 4.42733 -0.40773 -2.50903 -0.051 -0.030 -0.009
H 4.67929 -2.73429 -3.31793 0.091 0.007 -0.033
```
Positions in Å, forces in eV/Å.

Output
Orbital gap: 7.2 eV
HOMO: -5.4 eV
Energy: -58711.7935 eV
Multiplicity: 1
Total charge: -1

Charges per atom according to Mulliken partitioning, unit e: -0.92, 1.00, -0.74, -0.73, 0.26, -0.81, -0.40, -0.33, -0.30, 0.34, 0.23, 0.26, -0.20, -0.15, 0.22, 0.26, 0.19, 0.34, 0.22, 0.25, -0.29, 0.32, -0.26, 0.75, -0.52, -0.37, -0.25, 0.22, 0.20, 0.22, 0.09, 0.32, -0.33, 0.60, -0.53, -0.36, -0.22, 0.21, 0.02, 0.22, -0.43, 0.31, -0.31, 0.64, -0.44, -0.33, -0.29, 0.27, 0.27, 0.28



The following is a DFT calculation (ωB97M-V/def2-TZVPD) of a structure of composition C13H20BN8O8P2RuS in a non-equilibrium geometry.

XYZ file:
```
54
Properties=species:S:1:pos:R:3:forces:R:3
Ru 0.15970 0.17870 -0.24800 -1.854 -0.306 5.529
C 0.14730 -0.07840 4.38540 -0.080 0.063 -0.025
C 0.33440 -0.63700 3.12260 0.010 0.114 0.003
N -0.09270 0.20560 2.18980 0.394 -0.009 -1.981
N -0.53460 1.30220 2.80360 -0.064 0.140 0.513
C -0.40370 1.16100 4.13050 0.080 -0.274 0.059
B -0.92050 2.58080 2.03930 0.220 -0.427 -0.585
N 0.34150 3.02390 1.27230 -0.164 0.353 0.136
C 0.90620 4.23990 1.22600 0.242 -0.022 -0.196
C 2.04920 4.15990 0.45460 0.002 -0.034 0.036
C 2.11690 2.82240 0.06410 -0.043 0.328 0.207
N 1.08160 2.16370 0.56780 0.262 -1.416 -1.390
N -2.00770 2.23250 1.01540 -0.256 0.275 0.212
C -3.27810 2.65800 0.93620 -0.146 -0.122 -0.194
C -3.85970 2.08890 -0.17980 0.003 -0.003 0.017
C -2.84770 1.31170 -0.74270 -0.216 0.289 0.204
N -1.75330 1.41970 -0.00480 0.842 -1.173 -0.975
H 0.38480 -0.50830 5.33670 0.047 -0.062 0.171
H 0.77730 -1.57600 2.85550 0.079 -0.136 -0.131
H -0.69880 1.93480 4.80740 -0.112 0.248 0.082
H -1.28720 3.42450 2.78030 -0.122 0.243 0.242
H 0.47410 5.07750 1.73660 -0.127 0.072 0.161
H 2.73870 4.94240 0.21180 0.101 0.158 0.010
H 2.85830 2.32750 -0.53670 -0.047 -0.070 -0.067
H -3.68800 3.32710 1.66380 -0.011 0.173 0.205
H -4.86450 2.20620 -0.53330 -0.136 0.076 -0.027
H -2.85900 0.70400 -1.62930 0.053 -0.100 -0.067
O -0.03040 1.94180 -2.20170 -0.007 -0.441 -0.637
P 0.59060 0.73350 -3.08070 0.555 1.594 -0.619
O 0.57060 0.99650 -4.51290 -0.015 -0.064 -0.145
O 0.01890 -0.53510 -2.48960 0.186 0.462 1.692
O 2.15840 0.82130 -2.49580 -0.208 -0.444 -0.260
P 3.05730 -0.41430 -2.05470 0.059 0.030 -0.135
O 2.38080 -1.68780 -2.67130 0.480 0.254 0.139
O 4.47500 -0.23780 -2.27090 0.242 -0.044 0.081
O 2.70070 -0.40040 -0.42320 1.356 -0.116 -0.260
H 0.03880 2.76770 -2.68140 -0.038 0.417 -0.204
H 1.40850 -1.54280 -2.70290 -0.286 -0.271 0.032
C 0.12030 -5.16520 -0.16820 0.113 -0.262 0.292
N -0.69270 -3.98390 -0.36470 0.085 0.030 -0.009
C -1.07530 -3.08230 0.52950 -0.464 -0.057 -0.114
S -1.84280 -1.66090 -0.05420 0.690 1.052 -0.490
N -1.05920 -3.21380 1.85530 0.146 0.069 -0.028
C -0.46250 -4.21110 2.71830 0.182 -0.325 -0.013
H 0.44390 -5.52020 -1.14260 -0.027 0.016 0.006
H -0.45370 -5.95790 0.31370 0.082 -0.009 -0.057
H 1.00960 -4.93890 0.41840 0.019 -0.002 -0.034
H -0.73010 -3.63330 -1.31260 -0.142 0.071 0.224
H -1.39430 -2.37980 2.31920 -0.022 -0.082 -0.184
H -0.78820 -5.21410 2.45300 0.015 0.001 0.029
H -0.79560 -4.00780 3.73350 -0.001 -0.006 -0.024
H 0.62790 -4.16860 2.69800 -0.007 -0.025 0.010
O 1.46980 -2.29440 -0.17040 2.143 0.697 1.786
C 1.78420 -1.16910 0.19490 -4.094 -0.928 -3.227
```
Positions in Å, forces in eV/Å.

Output
Orbital gap (alpha / beta): 7.6 / 7.5 eV
HOMO (alpha / beta): -8.9 / -8.8 eV
Energy: -74783.8912 eV
Multiplicity: 2

Charges per atom according to Mulliken partitioning, unit e: 0.69, -1.54, -0.71, 0.80, -0.24, -0.10, 0.04, -0.07, -0.16, -1.26, -0.32, 0.59, -0.36, -0.12, -1.31, -0.75, 1.01, 0.44, 0.89, 0.46, -0.12, 0.47, 0.44, 0.46, 0.46, 0.42, 0.59, -0.25, 0.76, -0.76, -0.67, -0.20, 0.83, -0.53, -0.68, -0.36, 0.23, 0.46, -1.04, -0.17, 0.70, -0.43, -0.15, -1.06, 0.36, 0.32, 0.33, 0.28, 0.29, 0.34, 0.38, 0.35, -0.50, 0.48